Entry 1:
# C3H6N2OS

C3H6N2OS in the gas phase (the ωB97M-V functional and the def2-TZVPD basis, OMol25).

Properties
Energy above the lowest of the compared OMol25 structures with the same formula, charge and spin = 115.9 kcal per mole
Multiplicity = 1
SMILES = C/C=N\S/C=N\O
Electronic energy = -19067.1404 eV
Orbital gap = 0.363 Ha
Highest occupied orbital energy = -9.3 eV

CARTESIAN COORDINATES (ANGSTROEM)
C1 2.1741 0.7552 0.0334
C2 1.6303 -0.6284 0.1728
N1 0.4946 -0.9747 -0.1950
S1 -0.6643 0.1944 -0.5902
C3 -1.9563 -0.9097 -0.2064
N2 -3.1653 -0.6309 0.1288
O1 -3.5390 0.8489 0.0227
H1 2.0395 1.6067 0.8738
H2 1.8095 1.3271 -0.8383
H3 3.3941 0.5926 -0.1345
H4 2.2538 -1.4947 0.3868
H5 -1.7299 -1.9249 -0.2905
H6 -2.7412 1.2385 0.6366

Force components x, y, z for each atom (eV/Å):
C 3.74 2.07 0.92
C 1.02 0.72 -0.44
N -1.76 -0.79 0.01
S -0.16 0.15 -0.03
C -2.42 2.22 0.20
N 0.06 1.33 -0.99
O 4.28 -1.26 2.62
H 0.26 -2.53 -1.28
H 0.02 -0.78 0.03
H -3.17 0.80 0.53
H 0.45 0.42 0.33
H 0.52 -1.54 0.22
H -2.84 -0.81 -2.12

Atom charges from the Löwdin analysis, given in e for atoms 1 to 4:
1. C -0.143
2. C -0.351
3. N -0.308
4. S 0.941



Entry 2:
# C2H5NO

C2H5NO in the gas phase (the ωB97M-V functional and the def2-TZVPD basis, OMol25).

Properties
Energy above the lowest of the compared OMol25 structures with the same formula, charge and spin = 12.1 kcal per mole
Multiplicity = 1
SMILES = CNC=O
Electronic energy = -5692.7053 eV
Orbital gap = 0.396 Ha
Highest occupied orbital energy = -9.9 eV

CARTESIAN COORDINATES (ANGSTROEM)
C1 0.4569 1.0111 -0.1612
N1 0.3660 -0.4219 0.0309
C2 -0.8200 -1.0819 0.1065
O1 -1.8957 -0.6386 -0.2387
H1 -0.5580 1.4134 -0.1264
H2 1.0459 1.4503 0.6519
H3 0.9150 1.2811 -1.1194
H4 1.1923 -0.9298 0.3012
H5 -0.7034 -2.0875 0.5542

Force components x, y, z for each atom (eV/Å):
C -0.01 0.16 -0.04
N -0.07 -0.14 0.12
C -0.05 0.03 -0.03
O 0.30 -0.02 0.21
H 0.18 -0.03 -0.05
H -0.11 -0.01 -0.18
H -0.10 -0.09 0.14
H -0.11 0.07 0.08
H -0.04 0.01 -0.25

Atom charges from the Löwdin analysis, given in e for atoms 1 to 4:
1. C -0.082
2. N -0.042
3. C -0.383
4. O 0.011



Entry 3:
# C17H21NO2

C17H21NO2 in the gas phase (the ωB97M-V functional and the def2-TZVPD basis, OMol25).

Properties
Energy above the lowest of the compared OMol25 structures with the same formula, charge and spin = 78.8 kcal per mole
Multiplicity = 1
SMILES = CCC[C@H]1CC[C@H](C(=O)Oc2ccc(C#N)cc2)CC1
Electronic energy = -23552.4965 eV
Orbital gap = 0.369 Ha
Highest occupied orbital energy = -9.8 eV

CARTESIAN COORDINATES (ANGSTROEM)
C1 3.5202 -3.7220 0.9304
C2 4.4131 -2.6658 0.2601
C3 4.0943 -1.3253 0.8687
C4 2.6497 -0.8860 0.8852
C5 2.0069 -0.9451 -0.5601
C6 0.5293 -0.3984 -0.6240
C7 0.4141 0.9090 0.2801
C8 -1.1300 1.1948 0.4394
O1 -1.6743 0.7136 1.4570
O2 -1.7457 2.0062 -0.4618
C9 -3.1291 1.9779 -0.6657
C10 -4.0223 0.9931 -0.2758
C11 -5.3979 0.9993 -0.8653
C12 -5.8403 1.9636 -1.7293
C13 -7.1067 1.8145 -2.2818
N1 -8.1736 1.6601 -2.6342
C14 -4.9725 3.0103 -2.0632
C15 -3.5917 2.9237 -1.5424
C16 1.0670 0.9396 1.6289
C17 2.5706 0.5084 1.4655
H1 3.4386 -3.5037 1.9861
H2 2.5520 -3.7273 0.4484
H3 3.8756 -4.8425 1.0910
H4 4.2018 -2.6757 -0.8392
H5 5.4870 -3.0071 0.3074
H6 4.5793 -1.3953 1.9495
H7 4.6937 -0.6751 0.2657
H8 2.0281 -1.4235 1.5850
H9 2.6327 -0.4828 -1.3131
H10 1.9706 -1.9963 -1.0100
H11 0.0500 -0.1813 -1.5710
H12 -0.2115 -1.0723 -0.0707
H13 0.7855 1.7176 -0.3127
H14 -3.8405 0.1940 0.4346
H15 -6.1399 0.3488 -0.3768
H16 -5.4609 3.6867 -2.8638
H17 -2.9966 3.6979 -1.8985
H18 0.6396 0.1074 2.3245
H19 0.9331 1.9440 2.0516
H20 3.3119 1.1500 0.8140
H21 2.9887 0.4647 2.4860

Force components x, y, z for each atom (eV/Å):
C 1.00 -2.43 0.68
C 0.03 -2.37 -0.97
C 1.86 -1.07 1.84
C -0.62 0.34 -1.20
C -1.23 -1.54 -0.47
C -0.28 0.06 3.41
C -2.48 0.25 -1.87
C 0.06 -1.61 3.86
O 0.55 1.44 -3.28
O 0.10 -0.57 0.19
C -0.35 -0.97 -0.37
C -3.31 -0.44 -0.97
C 2.72 -0.62 3.20
C 2.30 0.53 0.38
C -0.16 0.35 0.26
N -1.80 -0.25 -0.84
C 1.17 -0.78 -0.33
C -4.11 1.36 -1.77
C 1.09 -1.88 0.51
C 0.77 1.47 -0.39
H -0.50 0.62 0.34
H -0.35 -0.18 0.24
H -0.31 2.13 -1.32
H 0.06 0.12 0.73
H -0.89 0.89 0.32
H -1.20 0.64 -1.93
H 0.27 1.24 0.01
H -0.09 -1.05 -0.04
H 0.28 0.82 0.11
H 0.04 1.00 1.09
H 0.56 -0.10 -0.47
H 1.25 0.15 -0.86
H 0.54 0.73 -0.42
H 0.33 0.33 -0.13
H 0.61 -0.13 -0.66
H 1.85 -0.50 1.55
H 1.44 1.06 -0.36
H 0.37 1.75 -1.09
H 0.13 -0.44 0.20
H -1.79 -0.48 1.24
H 0.11 0.15 -0.41

Atom charges from the Löwdin analysis, given in e for atoms 1 to 4:
1. C -0.130
2. C -0.286
3. C -0.227
4. C -0.359



Entry 4:
# C4H9N3O2

C4H9N3O2 in the gas phase (the ωB97M-V functional and the def2-TZVPD basis, OMol25).

Properties
Energy above the lowest of the compared OMol25 structures with the same formula, charge and spin = 91.6 kcal per mole
Multiplicity = 1
SMILES = C/N=C(/NC)C(=O)NO
Electronic energy = -12855.9564 eV
Orbital gap = 0.331 Ha
Highest occupied orbital energy = -8.7 eV

CARTESIAN COORDINATES (ANGSTROEM)
C1 0.8240 1.7398 -0.6990
N1 -0.3902 1.1219 -0.1694
C2 -0.2013 -0.1728 0.0161
N2 -1.3256 -0.7866 0.4944
C3 -2.6620 -0.2455 0.2752
C4 0.8474 -1.1435 -0.3604
O1 0.5324 -2.2475 -0.8156
N3 2.1132 -0.8097 0.0000
O2 2.1789 -0.0843 1.1407
H1 1.5772 1.9977 0.1981
H2 1.3436 1.0209 -1.2973
H3 0.5174 2.5617 -1.2917
H4 -1.3045 -1.8058 0.4813
H5 -2.9097 0.0244 -0.7592
H6 -2.9084 0.5616 1.0711
H7 -3.2449 -1.0667 0.5313
H8 2.6833 -1.5926 0.2795
H9 2.3293 0.9269 0.9050

Force components x, y, z for each atom (eV/Å):
C 0.54 -0.45 2.16
N 2.53 -2.13 0.02
C -4.16 2.97 0.00
N 0.19 -1.33 -0.37
C 0.65 1.64 1.74
C -0.49 -2.46 0.15
O 0.75 1.70 0.16
N 1.08 -1.12 -0.57
O 0.33 4.56 1.58
H -1.74 0.53 -2.01
H 0.64 0.02 -0.73
H 0.31 1.18 -0.28
H 0.14 0.57 -0.12
H 0.46 0.39 0.30
H 0.45 -0.96 -1.77
H -1.59 -1.33 0.40
H 0.16 -0.69 -1.15
H -0.26 -3.08 0.48

Atom charges from the Löwdin analysis, given in e for atoms 1 to 4:
1. C -0.129
2. N 0.054
3. C -0.308
4. N -0.021



Entry 5:
# C2H7NS2

A 2-piece molecular cluster, C2H7NS2 overall (the ωB97M-V functional and the def2-TZVPD basis, OMol25).

Properties
Energy above the lowest of the compared OMol25 structures with the same formula, charge and spin = 55.3 kcal per mole
Multiplicity = 1
Electronic energy = -25345.6485 eV
Orbital gap (alpha / beta) = 0.279 / 0.265 Ha
Highest occupied orbital energy (alpha / beta) = -7.5 / -7.4 eV

CARTESIAN COORDINATES (ANGSTROEM)
C1 -0.9258 0.2764 -1.9426
C2 1.2698 -0.4491 1.9549
N1 -0.4065 0.8874 -0.7412
S1 0.4056 -1.9373 1.9594
S2 1.1975 0.6488 -0.3701
H1 -0.5596 0.7686 -2.8537
H2 -0.6103 -0.7649 -1.9646
H3 -2.0149 0.3270 -1.9309
H4 2.3375 -0.5681 1.9661
H5 0.8347 0.3893 2.4571
H6 -0.7004 1.8518 -0.6283
H7 -0.8275 -1.4299 2.0938

Force components x, y, z for each atom (eV/Å):
C -0.10 -0.15 -0.30
C -0.42 0.66 -2.33
N 0.02 0.35 0.42
S -0.13 -0.17 0.05
S 0.44 -0.64 1.79
H -0.05 -0.09 0.05
H -0.08 -0.01 -0.03
H -0.03 -0.06 -0.04
H 0.21 0.07 0.10
H 0.03 0.25 0.24
H 0.06 -0.23 0.05
H 0.03 0.03 0.00

Atom charges from the Löwdin analysis, given in e for atoms 1 to 4:
1. C -0.224
2. C -0.604
3. N -0.588
4. S 0.676



Entry 6:
# CH6NO2

A 2-piece molecular cluster, CH6NO2 overall (the ωB97M-V functional and the def2-TZVPD basis, OMol25).

Properties
Energy above the lowest of the compared OMol25 structures with the same formula, charge and spin = 29.9 kcal per mole
Multiplicity = 1
Electronic energy = -6718.5333 eV
Charge = -1
Orbital gap = 0.294 Ha
Highest occupied orbital energy = -3.3 eV

CARTESIAN COORDINATES (ANGSTROEM)
O1 2.5233 0.3241 0.3547
H1 2.9906 0.3665 -0.4988
N1 -0.0186 -0.2667 0.7104
C1 -1.1312 -0.5125 -0.1621
O2 -1.7744 0.7290 -0.9486
H2 1.4143 -0.0634 0.5356
H3 -0.2021 0.1278 1.6323
H4 -0.7762 -1.1077 -0.9923
H5 -2.0535 -0.9241 0.1936
H6 -0.9722 1.3269 -0.8248

Force components x, y, z for each atom (eV/Å):
O -0.16 -0.20 0.67
H -1.10 -0.36 0.49
N -0.67 -0.08 -0.72
C 1.61 1.34 0.05
O 2.56 0.40 1.27
H 0.44 0.54 -1.67
H -0.79 -0.11 -0.36
H 0.14 -0.31 -0.20
H -0.47 -0.39 0.86
H -1.58 -0.82 -0.39

Atom charges from the Löwdin analysis, given in e for atoms 1 to 4:
1. O -0.350
2. H -0.056
3. N -0.128
4. C -0.371